64
Properties=species:S:1:pos:R:3:mulliken_charge:R:1 method="wB97M-V/def2-TZVPD" total_charge=+2 e_tot_ev=-81844.9912 lumo_ev=-6.9
Zr 9.98 9.41 10.94 0.63
C 8.68 11.88 14.37 -1.27
C 9.68 11.25 13.49 0.66
N 9.31 10.05 12.87 0.27
N 8.59 9.15 13.64 -0.34
C 9.01 7.89 13.63 0.41
S 10.21 7.37 12.43 -0.34
S 8.38 6.83 14.89 -0.05
C 6.97 7.76 15.60 -0.43
C 6.97 7.62 17.12 0.49
C 6.15 6.74 17.81 -0.35
C 6.22 6.62 19.17 -0.63
C 7.19 7.35 19.87 -0.39
C 7.99 8.30 19.20 -0.60
C 7.86 8.44 17.83 -0.12
C 10.94 11.87 13.31 0.25
C 11.41 12.95 14.18 -0.89
C 12.65 13.53 13.98 -0.77
C 13.48 13.08 12.96 -0.40
C 13.21 11.89 12.32 -0.79
C 11.91 11.34 12.38 0.86
O 11.58 10.44 11.48 -0.36
H 9.08 12.26 15.30 0.46
H 7.89 11.17 14.68 0.23
H 8.19 12.72 13.86 0.27
H 6.02 7.28 15.33 0.46
H 7.03 8.78 15.26 0.18
H 5.43 6.11 17.24 0.27
H 5.54 5.97 19.70 0.40
H 7.29 7.20 20.94 0.38
H 8.73 8.88 19.78 0.35
H 8.39 9.21 17.22 0.21
H 10.72 13.18 14.97 0.39
H 12.92 14.51 14.45 0.34
H 14.32 13.69 12.65 0.43
H 13.98 11.33 11.79 0.46
C 8.19 13.53 7.94 -1.18
C 9.14 12.40 7.74 0.72
N 9.74 12.13 6.58 -0.68
N 10.46 11.01 6.76 0.27
C 10.32 10.50 8.00 0.26
S 11.11 9.10 8.60 -0.34
N 9.54 11.41 8.69 0.55
N 9.08 11.32 10.05 -0.91
H 8.37 14.29 7.16 0.35
H 8.46 14.03 8.89 0.33
H 7.14 13.27 7.95 0.30
H 11.06 10.62 6.03 0.23
H 9.34 12.24 10.50 0.42
H 8.05 11.31 10.03 0.53
C 7.48 6.19 7.07 -1.14
N 7.68 7.32 7.93 -0.04
C 7.18 7.46 9.17 0.63
S 7.44 8.95 10.06 -0.39
N 6.44 6.43 9.63 -0.21
C 6.54 5.90 10.98 -0.48
H 8.14 6.34 6.21 0.34
H 6.42 6.14 6.77 0.39
H 7.73 5.19 7.59 0.35
H 8.28 8.07 7.60 0.17
H 6.32 5.68 8.95 0.27
H 5.48 5.47 11.21 0.28
H 6.86 6.72 11.64 -0.02
H 7.29 5.13 11.10 0.32



54
Properties=species:S:1:pos:R:3:mulliken_charge:R:1 method="wB97M-V/def2-TZVPD" total_charge=+1 e_tot_ev=-30895.5692 smiles="CCOC(=O)[C@H]1CCCC[N@H+]1Cc1cccc(OCc2ccccc2)c1" lumo_ev=-2.7
C -2.31 -3.60 -1.19 -1.40
C -1.08 -2.80 -0.81 0.01
O -1.21 -1.41 -1.21 -0.26
C -1.91 -0.62 -0.42 -0.13
O -2.44 -0.94 0.61 -0.52
C -2.05 0.75 -1.10 0.36
C -3.36 0.76 -1.90 -1.28
C -4.57 0.73 -0.97 -0.45
C -4.50 1.90 0.01 -0.96
C -3.19 1.85 0.78 -0.43
N -2.05 1.91 -0.17 0.16
C -0.73 2.16 0.48 -1.76
C -0.19 0.95 1.20 0.46
C -0.60 0.66 2.49 -0.20
C -0.13 -0.49 3.11 -0.98
C 0.75 -1.33 2.46 -0.51
C 1.19 -1.02 1.17 -0.07
O 2.06 -1.90 0.62 -0.40
C 2.62 -1.62 -0.65 -0.57
C 3.45 -0.36 -0.70 0.41
C 4.18 0.03 0.42 -0.23
C 4.96 1.18 0.38 -0.74
C 5.01 1.94 -0.78 -0.43
C 4.28 1.55 -1.89 -0.70
C 3.50 0.41 -1.85 -0.33
C 0.71 0.12 0.54 0.66
H -2.51 -3.51 -2.26 0.34
H -2.15 -4.64 -0.94 0.43
H -3.18 -3.24 -0.64 0.34
H -0.91 -2.83 0.27 0.25
H -0.20 -3.15 -1.34 0.33
H -1.20 0.86 -1.78 0.48
H -3.37 -0.10 -2.57 0.42
H -3.39 1.66 -2.53 0.47
H -5.48 0.80 -1.56 0.44
H -4.60 -0.20 -0.42 0.29
H -5.33 1.85 0.71 0.42
H -4.58 2.85 -0.53 0.32
H -3.11 0.92 1.35 0.36
H -3.12 2.70 1.47 0.43
H -2.24 2.73 -0.76 0.45
H -0.85 3.00 1.18 0.57
H -0.02 2.46 -0.30 0.40
H -1.27 1.32 3.02 0.53
H -0.45 -0.73 4.12 0.44
H 1.12 -2.22 2.93 0.55
H 1.83 -1.58 -1.42 0.25
H 3.25 -2.48 -0.86 0.39
H 4.15 -0.57 1.31 0.45
H 5.52 1.48 1.24 0.41
H 5.61 2.83 -0.81 0.41
H 4.33 2.14 -2.80 0.41
H 2.94 0.11 -2.72 0.43
H 1.05 0.39 -0.45 0.31



64
Properties=species:S:1:pos:R:3:mulliken_charge:R:1 method="wB97M-V/def2-TZVPD" e_tot_ev=-150922.3574 lumo_ev=-0.9
Ti -20.36 1.35 8.02 0.93
O -22.03 4.55 10.63 -0.49
C -21.09 3.71 10.29 0.17
O -20.71 3.52 9.16 -0.21
C -20.54 2.99 11.53 -0.35
O -19.27 2.58 11.31 -0.42
C -18.96 1.27 11.69 -0.60
C -19.51 0.17 10.78 0.50
O -19.63 -0.96 11.15 -0.57
O -19.92 0.56 9.56 -0.60
H -22.40 4.98 9.90 0.39
H -20.50 3.79 12.36 0.32
H -21.21 2.21 11.81 0.39
H -17.90 1.12 11.77 0.37
H -19.39 1.11 12.70 0.38
C -20.65 3.14 3.96 -1.83
C -20.57 2.07 4.99 1.17
O -20.81 2.29 6.15 -0.20
C -20.25 0.68 4.57 1.07
C -20.16 0.34 3.23 -1.06
C -19.79 -0.92 2.85 -0.78
C -19.52 -1.93 3.84 -0.58
C -19.52 -1.62 5.20 -0.96
C -20.02 -0.30 5.54 0.03
O -20.03 -0.03 6.83 0.59
H -20.69 4.09 4.49 0.32
H -21.53 2.94 3.33 0.47
H -19.82 2.94 3.29 0.48
H -20.42 1.00 2.42 0.40
H -19.63 -1.22 1.83 0.41
H -19.19 -2.85 3.37 0.38
H -19.24 -2.29 6.00 0.53
C -14.03 5.00 11.07 -1.53
C -14.95 4.71 9.91 1.19
C -16.08 5.44 9.75 -0.59
C -17.01 5.12 8.73 -0.33
C -16.72 4.01 7.92 -0.19
C -15.56 3.18 8.10 -0.79
C -14.63 3.62 9.09 -0.68
S -18.07 3.47 6.78 1.77
O -19.00 4.58 6.68 -0.75
O -17.52 3.01 5.49 -0.71
O -18.65 2.24 7.51 -0.27
H -13.88 6.03 11.33 0.39
H -13.16 4.44 10.91 0.39
H -14.56 4.60 11.95 0.29
H -16.37 6.20 10.48 0.34
H -17.89 5.87 8.59 0.28
H -15.46 2.34 7.40 0.47
H -13.69 3.07 9.30 0.23
C -22.75 -1.92 8.34 -0.80
Si -23.64 -0.41 7.66 0.57
C -25.54 -0.50 7.97 -1.16
C -23.48 -0.24 5.74 -1.02
Se -22.91 1.52 8.66 -0.38
H -23.28 -2.86 8.07 0.36
H -22.53 -1.93 9.40 0.32
H -21.82 -1.96 7.74 0.05
H -25.85 0.30 7.31 0.26
H -25.92 -0.38 8.98 0.32
H -25.92 -1.40 7.57 0.35
H -23.68 0.78 5.43 0.26
H -24.13 -0.90 5.23 0.58
H -22.49 -0.48 5.39 0.10



61
Properties=species:S:1:pos:R:3:mulliken_charge:R:1 method="wB97M-V/def2-TZVPD" total_charge=-1 e_tot_ev=-77860.3030 lumo_ev="2.7 / 2.7"
Bi 0.24 -0.06 0.21 1.24
Cl 1.83 -0.26 -1.54 -0.62
N 0.32 1.99 0.15 0.01
N 0.20 -2.10 0.37 0.28
C -0.62 2.78 -0.22 0.57
C -0.61 -2.91 -0.18 0.51
C 1.41 2.79 0.77 1.42
C 0.67 4.12 1.01 -0.87
C 2.54 2.95 -0.23 -1.53
C 1.89 2.15 2.06 -1.58
H 2.15 3.00 -1.25 0.23
H 3.21 2.09 -0.18 0.38
H 3.10 3.86 -0.03 0.40
H 1.14 2.23 2.84 0.36
H 2.82 2.61 2.39 0.55
H 2.08 1.09 1.89 -0.01
C 1.13 -2.87 1.25 1.29
C 0.88 -4.30 0.73 -0.88
C 0.70 -2.71 2.69 -1.64
C 2.57 -2.44 1.05 -1.73
H 2.85 -2.43 0.00 0.44
H 3.23 -3.11 1.60 0.47
H 2.72 -1.43 1.44 0.16
H -0.34 -3.00 2.83 0.43
H 0.79 -1.68 3.01 0.14
H 1.32 -3.34 3.34 0.48
O -0.39 -4.22 0.03 -0.47
H 0.79 -5.04 1.53 0.32
H 1.63 -4.62 0.02 0.37
O -0.46 4.08 0.10 -0.48
H 1.26 5.00 0.77 0.28
H 0.28 4.20 2.02 0.37
C -1.85 2.39 -0.95 -1.30
C -1.81 -2.57 -1.01 -1.35
C -1.62 -1.30 -1.78 0.15
H -2.65 -2.47 -0.32 0.33
H -2.03 -3.42 -1.65 0.44
C -1.92 -0.09 -1.15 -0.75
C -1.65 1.14 -1.76 -0.23
H -2.46 -0.10 -0.21 0.70
C -1.09 1.17 -3.03 1.46
C -0.83 -0.05 -3.65 -1.26
C -0.69 2.45 -3.69 -1.69
C -1.05 -1.28 -3.05 1.33
H -0.37 -0.03 -4.63 0.14
C -0.60 -2.54 -3.73 -1.77
H -0.28 -2.34 -4.75 0.46
H -1.39 -3.29 -3.78 0.32
H 0.24 -2.97 -3.20 0.24
H -1.50 3.19 -3.68 0.32
H -0.41 2.29 -4.72 0.46
H 0.16 2.90 -3.18 0.19
H -2.17 3.24 -1.55 0.44
H -2.63 2.24 -0.20 0.37
Cl -3.17 1.94 3.55 -0.19
C -2.23 0.51 4.02 -0.16
Cl -3.27 -0.94 3.96 -0.20
C -1.07 0.34 3.11 0.44
O 0.13 0.38 3.63 -0.71
O -1.25 0.16 1.81 -0.44
H -1.88 0.65 5.07 0.35



70
Properties=species:S:1:pos:R:3:mulliken_charge:R:1 method="wB97M-V/def2-TZVPD" total_charge=+1 e_tot_ev=-201165.5342 s_squared=2.01 multiplicity=3 lumo_ev="-4.1 / -4.0"
W -0.07 0.38 0.13 1.39
N 0.23 0.98 2.33 -0.69
C 1.32 0.58 3.26 -0.70
C 2.69 1.03 2.79 -0.96
N 3.08 0.40 1.52 -0.31
H 0.24 2.00 2.32 0.11
H -0.65 0.71 2.74 0.30
H 1.29 -0.49 3.41 0.44
H 1.12 1.06 4.22 0.54
H 3.41 0.80 3.58 0.45
H 2.68 2.11 2.67 0.36
H 3.65 -0.42 1.71 0.28
H 3.69 1.02 0.99 0.23
Br -3.45 -2.95 1.78 -0.14
C -3.73 -1.15 1.30 -0.35
C -5.05 -0.65 1.21 -0.30
C -5.27 0.65 0.85 -0.11
Br -7.04 1.28 0.73 -0.18
C -4.18 1.51 0.57 0.39
C -4.28 2.87 0.18 -0.76
C -3.15 3.59 -0.08 -1.23
C -1.89 2.98 0.05 0.09
N -1.76 1.73 0.42 0.38
C -2.89 0.99 0.68 0.90
C -2.67 -0.36 1.03 0.14
O -1.38 -0.74 1.07 0.28
H -5.89 -1.30 1.43 0.46
H -5.26 3.33 0.07 0.39
H -3.20 4.62 -0.39 0.49
H -0.99 3.53 -0.17 0.32
N 2.35 2.60 -2.09 -0.28
C 1.75 2.81 -0.92 0.55
O 1.12 1.77 -0.44 0.13
C 1.84 4.00 -0.22 0.72
C 1.29 4.09 1.09 0.17
N 0.85 4.13 2.15 -0.74
C 2.48 5.11 -0.84 -0.73
N 3.00 5.96 -1.42 -0.49
H 2.73 3.40 -2.58 0.27
H 2.00 1.83 -2.64 0.14
C 2.16 -1.73 -0.93 -0.63
N 0.83 -1.70 -0.20 0.64
C 1.05 -2.37 1.15 -0.43
N 1.58 -3.71 1.02 0.13
C 2.85 -3.65 0.29 -0.72
N 2.68 -3.07 -1.05 0.13
C 1.72 -3.90 -1.78 -0.71
N 0.43 -3.95 -1.09 0.11
C -0.10 -2.62 -0.98 -0.41
C 0.63 -4.52 0.24 -0.61
H 2.86 -1.10 -0.38 0.10
H 1.99 -1.30 -1.92 0.26
H 0.09 -2.40 1.65 -0.01
H 1.75 -1.76 1.71 -0.04
H 3.25 -4.65 0.19 0.33
H 3.56 -3.04 0.86 0.34
H 2.12 -4.91 -1.87 0.35
H 1.58 -3.49 -2.78 0.33
H -1.06 -2.63 -0.47 -0.10
H -0.22 -2.19 -1.97 0.29
H 1.03 -5.53 0.15 0.38
H -0.32 -4.56 0.77 0.32
C -1.82 0.13 -4.11 -1.21
S -0.80 0.62 -2.76 1.20
O -0.95 2.05 -2.63 -0.68
O 0.56 0.15 -2.98 -0.78
O -1.35 -0.12 -1.54 -0.67
H -1.88 0.99 -4.78 0.44
H -2.81 -0.11 -3.72 0.31
H -1.38 -0.73 -4.60 0.36



59
Properties=species:S:1:pos:R:3:mulliken_charge:R:1 method="wB97M-V/def2-TZVPD" total_charge=+1 e_tot_ev=-54002.1405 lumo_ev=-3.3
C 2.21 2.94 0.75 -0.95
Si 2.26 2.03 -0.86 0.44
C 2.44 3.11 -2.35 -1.01
C 3.33 0.54 -0.81 -0.84
O 0.63 1.38 -1.03 -0.38
C -0.27 0.46 -0.84 -0.60
C 0.09 -0.97 -0.52 0.77
C -0.99 -1.88 -1.09 -1.77
O -1.47 0.74 -1.20 -0.23
Si -2.10 2.39 -1.63 0.19
C -2.88 2.83 -0.04 -0.87
C -0.90 3.74 -2.07 -1.01
C -3.09 2.03 -3.14 -1.06
H 3.24 3.22 1.02 0.43
H 1.61 3.86 0.68 0.32
H 1.80 2.30 1.54 0.33
H 3.38 3.68 -2.26 0.35
H 2.52 2.49 -3.26 0.32
H 1.62 3.82 -2.49 0.31
H 4.33 0.88 -0.50 0.44
H 2.99 -0.22 -0.10 0.05
H 3.41 0.10 -1.81 0.29
H 1.05 -1.12 -1.05 0.81
H -0.56 -2.85 -1.35 0.47
H -1.81 -2.03 -0.37 0.29
H -1.39 -1.42 -2.00 0.46
H -3.62 3.62 -0.21 0.44
H -3.39 1.99 0.45 0.18
H -2.13 3.22 0.66 0.31
H -1.51 4.64 -2.26 0.47
H -0.19 3.99 -1.27 0.29
H -0.35 3.52 -3.00 0.30
H -3.59 2.96 -3.45 0.36
H -2.43 1.72 -3.97 0.35
H -3.84 1.26 -2.97 0.34
F 0.54 -6.11 0.52 -0.31
C 1.24 -4.95 0.76 0.01
C 2.63 -5.01 0.90 -0.78
C 3.27 -3.83 1.25 0.20
F 4.62 -3.88 1.49 -0.31
C 2.61 -2.60 1.33 -0.74
C 1.23 -2.55 1.05 -0.01
C 0.45 -1.23 0.93 2.11
C -0.77 -1.20 1.85 -0.61
C -1.60 -0.07 1.83 -0.53
C -2.86 -0.16 2.40 0.11
F -3.72 0.93 2.37 -0.33
C -3.33 -1.32 3.00 -1.01
C -2.38 -2.31 3.27 0.40
F -2.76 -3.37 4.06 -0.29
C -1.09 -2.25 2.75 -0.88
C 0.54 -3.74 0.82 -0.84
H 3.17 -5.94 0.79 0.52
H 3.16 -1.70 1.63 0.58
H 1.12 -0.40 1.22 0.54
H -1.24 0.89 1.46 0.69
H -4.35 -1.44 3.32 0.53
H -0.35 -2.99 3.04 0.67
H -0.55 -3.75 0.76 0.72



58
Properties=species:S:1:pos:R:3:mulliken_charge:R:1 method="wB97M-V/def2-TZVPD" e_tot_ev=-36035.9643 smiles="CCn1nc(C)cc1C(=O)N1CCC[C@H](CCC(=O)NCc2ccccc2F)C1" lumo_ev=-0.1
C 3.06 -0.87 3.90 -1.38
C 1.73 -1.28 3.72 -0.65
N 1.28 -1.96 2.77 1.44
N 1.03 -3.27 2.76 -1.23
C 0.69 -3.83 1.57 0.50
C 0.25 -5.22 1.42 -1.46
C 0.69 -2.75 0.63 -0.48
C 1.18 -1.43 1.59 -0.11
C 1.10 -0.03 1.27 0.90
O 0.63 0.82 1.86 -0.54
N 1.74 0.37 0.09 0.33
C 2.21 -0.52 -1.03 -1.52
C 1.57 -0.64 -2.28 -1.39
C 1.27 0.89 -2.55 -0.91
C 0.48 1.48 -1.78 0.94
C 0.32 3.19 -2.17 -1.96
C -0.51 3.30 -3.20 -0.25
C -1.71 2.35 -3.20 0.44
O -2.04 1.34 -4.05 -0.76
N -2.48 2.33 -2.19 0.10
C -3.37 1.46 -1.74 -1.71
C -3.01 0.82 -0.39 1.12
C -3.15 1.52 0.96 0.02
C -2.72 0.97 2.02 -0.18
C -2.32 -0.15 2.21 -0.60
C -2.32 -1.22 0.74 -1.02
C -2.88 -0.51 -0.27 0.19
F -2.67 -1.40 -1.40 -0.41
C 1.50 1.62 -0.27 -1.98
H 3.30 -0.26 2.91 0.20
H 3.22 -0.38 4.69 0.57
H 3.64 -1.88 3.77 0.29
H 1.37 -1.88 4.71 0.41
H 1.05 -0.30 3.99 0.25
H 1.10 -5.72 0.65 0.25
H 0.59 -5.74 2.09 0.60
H -0.66 -5.24 0.88 0.31
H 0.48 -2.78 -0.43 0.39
H 3.30 -0.01 -1.02 0.28
H 2.39 -1.35 -0.40 1.21
H 0.63 -0.89 -2.08 0.52
H 2.10 -0.96 -3.02 0.64
H 2.16 1.34 -2.97 0.30
H 0.65 0.90 -3.47 0.50
H -0.44 1.26 -1.59 0.11
H 0.11 3.74 -1.32 0.54
H 1.15 3.60 -2.36 0.82
H -0.90 4.42 -3.49 0.27
H -0.14 2.95 -4.30 0.28
H -2.31 3.16 -1.44 0.33
H -4.47 2.04 -1.72 0.18
H -3.48 0.82 -2.56 0.61
H -3.35 2.77 0.78 0.10
H -2.69 1.65 3.15 0.05
H -1.92 -0.82 3.03 0.32
H -1.85 -2.11 0.88 1.05
H 2.44 2.08 -0.66 0.23
H 0.99 2.20 0.36 0.92



64
Properties=species:S:1:pos:R:3:mulliken_charge:R:1 method="wB97M-V/def2-TZVPD" total_charge=+1 e_tot_ev=-81489.7415 s_squared=6.04 multiplicity=5 lumo_ev="-2.1 / -5.3"
Rh -1.11 1.14 0.11 0.58
C -3.02 3.26 1.07 -1.03
Si -1.59 3.33 2.27 0.02
C -2.20 2.82 3.96 -1.17
C -0.85 5.03 2.28 -1.04
N -0.42 2.17 1.64 0.09
C 0.85 1.94 2.15 0.24
C 1.33 2.47 3.36 0.00
C 2.60 2.17 3.83 -1.19
C 3.44 1.32 3.11 -0.32
C 3.00 0.77 1.92 -1.04
C 1.74 1.10 1.48 0.71
F 1.32 0.56 0.28 0.08
H -3.86 3.83 1.47 0.40
H -3.40 2.23 0.93 0.27
H -2.77 3.66 0.09 0.26
H -2.55 3.68 4.52 0.43
H -1.42 2.34 4.56 0.43
H -3.04 2.13 3.88 0.34
H -1.60 5.77 2.57 0.37
H -0.49 5.30 1.29 0.30
H -0.01 5.12 2.98 0.34
H 0.70 3.13 3.93 0.34
H 2.94 2.60 4.76 0.41
H 4.42 1.08 3.48 0.40
H 3.61 0.11 1.32 0.49
N 4.68 -4.93 -0.49 -0.48
C 3.40 -4.55 -0.75 1.07
C 2.32 -5.14 -0.07 -0.75
C 1.03 -4.75 -0.33 -0.51
C 0.78 -3.75 -1.26 0.12
C 1.84 -3.14 -1.94 -0.36
C 3.13 -3.53 -1.69 -1.01
S -0.84 -3.25 -1.56 0.99
O -1.00 -2.77 -2.89 -0.61
O -1.75 -4.22 -1.00 -0.75
N -0.94 -1.85 -0.62 0.09
C -1.52 -1.87 0.52 0.25
S -2.30 -3.21 1.39 0.03
C -2.63 -2.17 2.67 -0.39
C -2.20 -0.86 2.41 -0.60
N -1.60 -0.69 1.25 0.27
H 4.85 -5.76 0.05 0.21
H 5.42 -4.63 -1.10 0.21
H 2.51 -5.93 0.65 0.32
H 0.21 -5.23 0.19 0.51
H 1.64 -2.38 -2.68 0.45
H 3.95 -3.07 -2.22 0.34
H -3.14 -2.50 3.56 0.43
H -2.33 -0.02 3.08 0.25
O -1.41 1.93 -1.94 -0.84
S -1.51 0.64 -2.76 0.80
C 0.11 0.40 -3.51 0.04
C -0.12 0.18 -5.00 -0.71
C -1.20 1.18 -5.39 -0.66
C -2.30 1.04 -4.34 -0.78
H 0.60 -0.42 -3.00 -0.41
H 0.63 1.34 -3.31 0.58
H -0.46 -0.85 -5.17 0.28
H 0.80 0.31 -5.55 0.42
H -1.60 1.00 -6.39 0.37
H -0.80 2.20 -5.38 0.29
H -2.98 0.22 -4.56 0.39
H -2.89 1.94 -4.15 0.42